Density functional theory data (the ωB97M-V functional and the def2-TZVPD basis) for a structure of composition C34H50MnN2O4Si3Te.

The calculation puts the highest occupied orbital energy (spin up / spin down) at -6.228 / -6.234 eV. For the energy relative to the best compared isomer or geometry (same formula, charge and spin), the calculation gives 331.9 kJ/mol. The spin multiplicity is 6. The HOMO-LUMO gap (spin up / spin down) comes out at 6.6 / 6.5 eV.

XYZ file:
```
95
Properties=species:S:1:pos:R:3:lowdin_charge:R:1
Mn -0.02 0.33 1.15 0.764
O -1.44 -2.30 -2.49 0.045
C -0.87 -2.01 -1.28 -0.348
O 0.18 -1.02 -1.36 -0.276
C -1.57 -2.15 -0.10 -0.221
C -2.65 -3.10 0.03 -0.016
C -3.25 -3.27 1.23 -0.074
C -2.89 -2.49 2.36 -0.036
C -1.91 -1.55 2.16 -0.232
N -1.27 -1.37 0.99 0.041
C -1.53 -0.48 3.18 -0.685
O -2.42 0.04 3.84 0.003
O -0.29 -0.10 3.15 -0.179
H -0.83 -2.84 -3.02 0.072
H -2.93 -3.67 -0.84 0.106
H -4.05 -4.00 1.32 0.103
H -3.38 -2.58 3.31 0.109
C -0.15 0.47 -1.05 -0.112
Si 1.79 -1.65 -1.59 0.725
C 2.20 -2.66 -0.07 -0.212
N 2.17 -1.89 1.18 -0.187
C 3.41 -1.11 1.41 -0.188
C 4.25 -1.63 2.58 -0.183
C 4.38 -3.14 2.50 -0.188
C 2.99 -3.82 2.56 -0.170
C 1.88 -2.80 2.30 -0.198
C 1.63 -2.69 -3.12 -0.238
C 1.30 -4.05 -3.04 -0.093
C 1.07 -4.81 -4.18 -0.074
C 1.18 -4.22 -5.43 -0.076
C 1.50 -2.87 -5.54 -0.071
C 1.72 -2.12 -4.39 -0.085
C 3.03 -0.28 -1.88 -0.221
C 3.04 0.99 -1.28 -0.106
C 4.10 1.86 -1.48 -0.070
C 5.18 1.49 -2.28 -0.077
C 5.19 0.24 -2.86 -0.075
C 4.13 -0.63 -2.66 -0.100
H -1.18 0.54 -1.39 0.049
H 0.47 1.01 -1.77 0.031
H 3.17 -3.17 -0.21 0.103
H 1.44 -3.44 -0.01 0.090
H 3.16 -0.06 1.59 0.106
H 4.02 -1.14 0.51 0.108
H 3.79 -1.33 3.53 0.114
H 5.23 -1.15 2.54 0.113
H 5.02 -3.51 3.31 0.105
H 4.89 -3.40 1.57 0.104
H 2.82 -4.27 3.54 0.111
H 2.94 -4.63 1.83 0.101
H 1.72 -2.18 3.19 0.114
H 0.94 -3.30 2.10 0.119
H 1.22 -4.53 -2.07 0.107
H 0.81 -5.85 -4.09 0.107
H 1.00 -4.80 -6.32 0.105
H 1.58 -2.41 -6.51 0.106
H 1.97 -1.07 -4.49 0.109
H 2.22 1.31 -0.65 0.061
H 4.09 2.84 -1.01 0.101
H 6.00 2.17 -2.43 0.105
H 6.03 -0.07 -3.48 0.105
H 4.17 -1.62 -3.13 0.101
C -5.65 0.90 2.37 -0.171
Si -5.31 1.75 0.74 0.384
C -6.43 1.12 -0.61 -0.184
C -5.53 3.61 0.90 -0.195
C -3.53 1.36 0.26 -0.529
Te -2.12 2.30 1.57 1.365
C -1.59 3.86 0.20 -0.557
Si -0.30 5.00 0.97 0.382
C 0.01 6.48 -0.14 -0.185
C 1.30 4.04 1.17 -0.174
C -0.93 5.61 2.62 -0.195
H -6.57 1.26 2.83 0.032
H -4.83 1.06 3.07 0.018
H -5.75 -0.18 2.22 0.035
H -7.48 1.27 -0.35 0.030
H -6.29 0.05 -0.78 0.031
H -6.24 1.64 -1.55 0.029
H -6.54 3.85 1.21 0.031
H -5.35 4.11 -0.06 0.030
H -4.84 4.02 1.64 0.009
H -3.27 1.68 -0.75 0.014
H -3.34 0.28 0.33 0.004
H -2.51 4.40 -0.04 0.008
H -1.20 3.40 -0.71 0.010
H 0.45 6.19 -1.09 0.029
H 0.69 7.18 0.35 0.031
H -0.92 7.02 -0.35 0.031
H 1.90 4.08 0.26 0.023
H 1.09 2.98 1.39 -0.016
H 1.90 4.43 1.99 0.037
H -1.96 5.96 2.53 0.035
H -0.33 6.44 2.99 0.032
H -0.92 4.83 3.38 0.023
```

***

Density functional theory data (the ωB97M-V functional and the def2-TZVPD basis) for a cluster of 2 separate species, C4H14N2 in total.

The calculation puts the highest occupied orbital energy at -9.205 eV. For the energy relative to the best compared isomer or geometry (same formula, charge and spin), the calculation gives 31.4 kJ/mol. The HOMO-LUMO gap comes out at 10.3 eV.

XYZ file:
```
20
Properties=species:S:1:pos:R:3:nbo_charge:R:1
C 3.02 -3.49 -0.93 -0.615
C 1.59 -3.96 -1.14 -0.217
N 0.64 -3.08 -0.44 -0.830
H 3.26 -3.49 0.14 0.196
H 3.73 -4.15 -1.41 0.212
H 3.23 -2.50 -1.33 0.210
H 1.35 -3.93 -2.20 0.183
H 1.53 -4.99 -0.78 0.164
H -0.19 -3.62 -0.20 0.352
H 1.04 -2.80 0.44 0.345
C -1.32 2.76 1.26 -0.620
C -1.84 4.17 0.92 -0.214
N -3.10 4.07 0.17 -0.831
H -0.23 2.75 1.19 0.208
H -1.55 2.54 2.30 0.209
H -1.75 1.96 0.66 0.209
H -2.04 4.70 1.85 0.183
H -1.09 4.70 0.35 0.158
H -3.33 4.96 -0.26 0.352
H -2.96 3.41 -0.59 0.345
```

***

Density functional theory data (the ωB97M-V functional and the def2-TZVPD basis) for a structure of composition C32H42Br2N2O6ReSi3.

The calculation puts the highest occupied orbital energy (spin up / spin down) at -8.094 / -7.908 eV. The spin multiplicity is 2. The HOMO-LUMO gap (spin up / spin down) comes out at 6.8 / 6.9 eV.

XYZ file:
```
88
Properties=species:S:1:pos:R:3:lowdin_charge:R:1
Re -0.20 -0.79 -0.36 1.702
O -1.50 -4.67 0.16 0.101
C -1.53 -3.46 0.19 -0.549
O -0.84 -2.72 -0.64 -0.156
C -2.43 -2.75 1.20 -0.116
C -1.81 -2.58 2.60 -0.223
C -2.82 -2.01 3.60 -0.081
C -2.69 -0.49 3.38 -0.065
C -1.55 -0.39 2.36 -0.318
O -0.81 -1.55 2.55 -0.050
C -3.00 -1.42 0.73 -0.195
C -2.76 -1.02 -1.87 -0.503
O -3.15 -1.21 -2.99 0.134
O -1.61 -0.37 -1.63 -0.235
H -3.27 -3.44 1.34 0.167
H -1.32 -3.50 2.92 0.166
H -2.53 -2.28 4.61 0.118
H -3.83 -2.39 3.43 0.122
H -2.39 0.03 4.29 0.123
H -3.61 -0.01 3.03 0.116
H -0.92 0.48 2.50 0.084
H -3.83 -1.19 1.40 0.139
C -0.03 -1.25 -3.91 -0.018
C 1.17 -1.68 -3.14 -0.268
C 2.24 -2.27 -3.86 0.010
C 3.31 -2.82 -3.24 -0.004
C 3.33 -2.85 -1.83 -0.180
C 4.28 -3.53 -1.03 -0.613
Br 5.76 -4.37 -1.84 0.798
C 4.12 -3.64 0.32 -0.153
C 3.02 -3.03 0.95 -0.582
Br 2.72 -3.37 2.78 0.841
C 2.14 -2.26 0.23 -0.356
O 1.10 -1.62 0.76 -0.266
C 2.27 -2.21 -1.17 -0.138
N 1.24 -1.57 -1.82 0.058
H 0.20 -1.28 -4.97 0.093
H -0.37 -0.26 -3.65 0.057
H -0.86 -1.93 -3.71 0.092
H 2.16 -2.29 -4.94 0.118
H 4.11 -3.28 -3.80 0.088
H 4.82 -4.21 0.92 0.099
C 0.70 1.68 3.39 -0.178
Si 1.56 1.62 1.69 0.440
C 2.42 3.31 1.72 -0.190
C 2.93 0.41 2.06 -0.168
C 0.54 1.30 0.07 -0.549
Si 1.65 2.09 -1.28 0.399
C 1.72 3.98 -1.30 -0.171
C 3.41 1.45 -1.19 -0.168
C 1.18 1.78 -3.07 -0.164
Si -1.08 2.26 0.13 0.468
C -1.12 3.80 1.21 -0.156
C -1.68 2.84 -1.55 -0.164
C -2.45 1.01 0.63 -0.226
C -3.71 1.36 0.32 -0.067
C -4.90 0.61 -0.10 -0.065
C -4.87 -0.60 -0.65 -0.029
C -3.61 -1.44 -0.67 -0.132
N -1.99 -0.34 0.93 -0.124
H 1.41 2.21 4.03 0.040
H 0.57 0.68 3.82 0.037
H -0.25 2.21 3.47 0.018
H 2.92 3.34 2.69 0.036
H 1.73 4.15 1.67 0.026
H 3.19 3.45 0.97 0.016
H 3.53 0.87 2.85 0.048
H 3.59 0.18 1.23 0.024
H 2.53 -0.52 2.45 -0.013
H 2.06 4.47 -0.40 0.004
H 0.76 4.42 -1.57 0.017
H 2.42 4.26 -2.10 0.040
H 4.00 1.88 -0.38 0.022
H 3.92 1.70 -2.13 0.039
H 3.45 0.36 -1.09 0.019
H 0.19 2.12 -3.35 0.027
H 1.31 0.75 -3.40 -0.003
H 1.90 2.37 -3.64 0.042
H -0.42 4.54 0.82 0.031
H -0.89 3.63 2.26 0.012
H -2.12 4.24 1.15 0.037
H -1.05 3.60 -2.00 0.018
H -2.67 3.29 -1.43 0.036
H -1.78 2.01 -2.24 0.030
H -3.84 2.43 0.18 0.095
H -5.83 1.16 -0.10 0.106
H -5.77 -1.02 -1.08 0.119
H -3.91 -2.47 -0.89 0.166
```

***

Density functional theory data (the ωB97M-V functional and the def2-TZVPD basis) for a cluster of 3 separate species, C20H28F16N2O5 in total at a distorted geometry.

The calculation puts the highest occupied orbital energy at -8.957 eV. The HOMO-LUMO gap comes out at 9.2 eV.

XYZ file:
```
71
Properties=species:S:1:pos:R:3:lowdin_charge:R:1
F -0.72 2.25 1.06 0.087
C -1.64 3.06 0.49 -0.294
F -1.68 4.21 1.21 0.092
C -3.02 2.41 0.50 -0.442
F -3.44 2.22 1.77 0.128
F -3.88 3.30 -0.06 0.111
C -3.15 1.10 -0.29 -0.044
O -3.07 -0.09 0.47 0.053
C -1.82 -0.61 0.74 -0.532
F -0.87 0.06 0.06 0.129
F -1.82 -1.87 0.27 0.143
C -1.54 -0.64 2.24 -0.275
F -1.57 0.61 2.75 0.091
F -0.31 -1.14 2.47 0.105
H -1.33 3.30 -0.53 0.176
H -4.17 1.10 -0.69 0.152
H -2.50 1.08 -1.16 0.145
H -2.27 -1.25 2.76 0.180
F 0.28 4.63 6.76 0.093
C -0.64 5.39 6.14 -0.300
F -0.73 6.55 6.82 0.093
C -2.02 4.72 6.11 -0.436
F -2.48 4.56 7.37 0.132
F -2.86 5.60 5.50 0.104
C -2.16 3.39 5.35 -0.039
O -2.12 2.20 6.14 0.043
C -0.87 1.66 6.43 -0.530
F 0.09 2.31 5.75 0.142
F -0.87 0.39 5.97 0.141
C -0.59 1.61 7.93 -0.282
F -0.61 2.85 8.47 0.102
F 0.64 1.09 8.14 0.100
H -0.30 5.61 5.12 0.173
H -3.16 3.40 4.91 0.147
H -1.48 3.33 4.50 0.139
H -1.33 1.00 8.44 0.176
C 4.84 -2.03 -2.77 -0.110
C 5.41 -1.87 -4.18 -0.209
C 4.70 -0.81 -5.05 -0.182
N 3.47 -0.26 -4.48 0.073
C 2.34 -0.94 -4.83 -0.608
O 2.27 -1.85 -5.53 0.192
O 1.20 -0.41 -4.23 -0.010
C 1.10 -0.85 -2.86 -0.138
C -0.07 -1.81 -2.64 -0.162
N 0.03 -2.98 -3.48 -0.064
C -0.05 -4.26 -2.77 -0.205
C 1.20 -5.09 -3.13 -0.066
C -0.82 -2.95 -4.62 -0.520
C -2.24 -2.44 -4.55 0.007
O -0.44 -3.36 -5.63 0.159
H 4.01 -2.73 -2.80 0.052
H 5.57 -2.48 -2.11 0.067
H 4.54 -1.09 -2.31 0.065
H 6.44 -1.55 -4.07 0.093
H 5.38 -2.85 -4.64 0.100
H 5.39 0.01 -5.17 0.110
H 4.56 -1.23 -6.05 0.111
H 3.39 0.73 -4.62 0.144
H 0.96 0.01 -2.21 0.116
H 2.00 -1.39 -2.60 0.106
H -0.98 -1.22 -2.78 0.109
H -0.03 -2.04 -1.58 0.103
H -0.04 -4.15 -1.69 0.108
H -0.89 -4.87 -3.09 0.116
H 1.13 -6.12 -2.78 0.068
H 2.08 -4.58 -2.76 0.058
H 1.28 -5.07 -4.21 0.070
H -2.77 -2.70 -3.63 0.082
H -2.78 -2.80 -5.40 0.080
H -2.21 -1.36 -4.66 0.082
```

***

> Number 4 is which compound?

C20H28F16N2O5